Molecular formula: C43H54IN5OPPrSi2
Method: DFT, ωB97M-V with the def2-TZVPD basis set

LUMO (alpha / beta): 0.00807 / 0.00810 Eh
Relative energy (zero: lowest compared OMol25 entry of this formula, charge and spin): 16.8 kcal/mol
HOMO-LUMO gap (alpha / beta): 6.99 / 6.97 eV

ORCA input file:
```
! wB97M-V def2-TZVPD RIJCOSX def2/J DEFGRID3
* xyz 0 3
Pr -0.6649 1.2532 -0.5993
I -1.7354 3.8837 0.9586
P 2.3744 1.9129 0.6797
Si -3.6586 -0.8591 0.7813
Si 2.6845 -2.4609 -3.1121
O -1.3737 1.3961 -2.8677
N -1.3476 -0.5649 -3.9784
N 3.0613 2.1330 -0.9531
N -2.8234 1.1204 -4.6454
N -0.9403 -1.1497 1.8249
N 1.1826 3.2380 -1.4988
C -0.9154 -0.2700 3.0322
C 3.9776 -3.1111 -1.7475
C 4.0595 3.9408 1.3114
C -4.3372 0.9622 2.9354
C 1.1168 4.8534 -3.2500
C -1.7611 0.6935 -3.8838
C -5.5823 0.2897 4.8896
C 0.6292 -0.6949 -1.8017
C -4.5673 -0.3057 2.3407
C -2.2045 -1.8576 1.5978
C 3.4654 -1.4900 -4.4797
C 5.6752 -0.7959 2.3541
C -4.6650 -1.9487 -0.3310
C 5.2480 -0.9904 1.0504
C -5.8671 -0.9027 4.2917
C -5.3449 -1.2427 2.9833
C -5.9725 -4.0123 -1.7720
C -4.7159 -3.4819 -2.2229
C -3.1981 0.5500 -0.2957
C 1.5578 -1.3859 -2.2763
C -6.0331 -2.2615 -0.1026
C 0.2213 -0.6252 4.0635
C 2.7447 3.4573 1.4511
C 4.0768 0.9659 2.6913
C 0.4888 4.2009 -2.2206
C 2.2266 5.2953 2.9546
C 0.4487 -2.1350 4.0595
C 5.0779 0.1412 3.1775
C 0.2699 -1.8700 1.5052
C -6.6138 -3.3553 -0.7027
C -1.4890 -1.5217 -5.0382
C 3.0252 3.4043 -2.9966
C -4.8194 1.2351 4.2083
C 4.0646 -0.3222 0.6618
C 1.6946 -3.8984 -3.7618
C 2.4059 4.4596 -3.6239
C 2.4232 2.9326 -1.8496
C 1.7997 4.1648 2.3045
C 3.5631 5.6350 2.9818
C 4.5087 5.0120 2.1566
C -4.0975 -2.4828 -1.4959
C 3.5604 0.7979 1.4271
C 0.9893 -2.5637 2.6949
H 0.9256 -3.4239 -4.4335
H 2.0294 -2.3833 2.5716
H -0.5388 4.2527 -1.9597
H -0.5498 -2.5828 4.2595
H -3.2004 2.0429 -4.6353
H -3.1404 -2.1186 -1.9555
H 4.4528 -1.1448 -4.0522
H -3.7855 1.7392 2.3902
H -1.1606 -2.5435 -4.7896
H -6.3736 -4.8615 -2.2732
H -7.6314 -3.6167 -0.3414
H -1.9341 -2.7786 1.0316
H -3.3661 0.4040 -1.4020
H 3.9289 6.4699 3.5667
H -0.0030 -2.5771 0.6871
H 4.0962 2.1025 -1.0353
H 4.5562 -2.3115 -1.3412
H 1.5903 5.9380 3.5014
H 0.8986 -1.1136 0.9788
H -2.5872 -2.2934 2.4785
H -6.3429 -1.6969 4.7907
H 0.8359 -3.6208 2.5492
H -4.5690 2.1959 4.6792
H -3.5300 1.5414 0.0290
H 3.6358 1.7321 3.3583
H 1.1846 -4.5388 -3.0321
H 5.5177 5.4554 2.0747
H -6.6405 -1.5859 0.5041
H 0.7291 3.7937 2.3750
H 2.9264 5.1230 -4.2521
H 2.2282 -4.6173 -4.5008
H 6.4344 -1.4267 2.7403
H 5.3622 0.2033 4.2323
H 3.7261 -2.0051 -5.4338
H -4.1772 -3.8302 -3.1043
H -6.0104 0.4969 5.8733
H 1.1444 -0.1339 3.7523
H 4.0364 3.1068 -3.3030
H 5.7946 -1.6572 0.4064
H -3.1164 0.5084 -5.3909
H -0.6339 -0.6973 -3.2872
H 3.5956 -0.6637 -0.3163
H -0.7209 0.7422 2.5992
H 1.1287 -2.5485 4.8768
H 0.5720 5.6135 -3.8677
H 2.8581 -0.5899 -4.7384
H 3.4396 -3.6444 -0.9769
H 4.7419 3.4434 0.6462
H -5.4878 -2.2554 2.5719
H -0.0694 -0.2694 5.0531
H 4.6976 -3.8799 -2.1749
H -1.9238 -0.2743 3.5056
H -2.5597 -1.5021 -5.4445
H -0.9083 -1.0860 -5.9025
*
```

---

Molecular formula: C19H44EuNOP2S
Method: DFT, ωB97M-V with the def2-TZVPD basis set

LUMO (alpha / beta): -0.08768 / -0.08436 Eh
Relative energy (zero: lowest compared OMol25 entry of this formula, charge and spin): 66.3 kcal/mol
HOMO-LUMO gap (alpha / beta): 6.99 / 7.64 eV

ORCA input file:
```
! wB97M-V def2-TZVPD RIJCOSX def2/J DEFGRID3
* xyz 1 8
Eu -0.2939 -0.0729 0.1805
S -0.9590 -0.8207 2.5993
P 0.0054 -2.2231 -1.3180
P 0.2843 2.5261 0.5342
O 3.0800 -0.6585 0.9149
N 0.4149 0.7646 -2.1505
C 1.8410 1.6704 2.8028
C 0.9391 -1.6040 -2.7468
C 0.5006 -3.7858 1.0070
C 1.0809 2.8522 2.1630
C -1.0996 4.7915 0.4089
C -2.3149 -3.5746 -0.6449
C -2.6587 -0.9646 1.9976
C 1.2720 2.8073 -0.9167
C 1.4476 -0.1410 -2.6986
C 1.9959 -0.4116 0.6276
C -1.4125 -3.5222 -3.0819
C -2.4014 2.7849 1.4455
C 0.6809 2.2351 -2.2369
C -1.3904 3.2845 0.3840
C 0.9940 -3.4566 -0.4102
C 0.0040 3.4094 3.0993
C -1.1792 -1.3106 4.2745
C 1.0336 -4.6385 -1.3676
C -1.6903 -2.7558 -1.7850
H -3.2270 -0.1761 2.5077
H 1.7089 0.1674 -3.7305
H 1.4708 -4.3532 -2.3416
H 0.2508 -1.7102 -3.6016
H -2.0741 0.4434 -0.6304
H -0.5034 0.5685 -2.5576
H -1.8529 -0.5772 4.7188
H 0.3076 -2.8994 1.6351
H 1.2587 0.7339 2.8616
H -1.7425 2.9604 -0.6142
H -0.3401 -3.7574 -3.2366
H -1.9561 -4.4610 -3.0401
H -0.4076 -4.4049 0.9922
H 1.6789 -5.3896 -0.9107
H -2.7422 -0.8370 0.8938
H 2.0517 1.9634 3.8365
H -2.2657 -1.8234 -1.9598
H -1.2835 5.2108 -0.5841
H 1.3884 2.4452 -3.0551
H 2.7962 1.4732 2.2959
H -3.3884 -3.6501 -0.8474
H -3.0038 -1.9628 2.3038
H 2.2727 2.3864 -0.7184
H 1.7853 -2.3037 -2.8519
H -1.7836 5.2666 1.1219
H 2.3719 -0.0601 -2.1037
H -0.2803 2.7263 -2.4559
H -0.0542 5.0437 0.6913
H -2.4867 3.5243 2.2560
H 1.3381 3.9038 -0.9501
H 1.9813 -2.9595 -0.3334
H -2.1551 1.8014 1.8872
H -0.4634 4.3096 2.6539
H 1.3046 -4.3560 1.4873
H -1.7282 -2.9042 -3.9505
H -0.1714 -1.3030 4.7627
H -1.6204 -2.3089 4.2571
H -1.8761 -4.5790 -0.6418
H -3.3901 2.6831 0.9810
H 0.0263 -5.0720 -1.5152
H -0.7762 2.6568 3.3122
H -2.1974 -3.1102 0.3568
H 0.4996 3.6824 4.0324
H 1.7856 3.6141 1.7838
*
```

---

Molecular formula: C11H23N3O6Sn
Method: DFT, ωB97M-V with the def2-TZVPD basis set

LUMO (alpha / beta): 0.00114 / 0.00111 Eh
HOMO-LUMO gap (alpha / beta): 3.72 / 3.72 eV

ORCA input file:
```
! wB97M-V def2-TZVPD RIJCOSX def2/J DEFGRID3
* xyz 0 1
Sn -0.9681 -0.1923 -0.2922
O -2.8413 -0.7055 -3.0650
O 0.2064 3.7102 0.3652
O -1.5470 1.5924 1.3789
O -2.1850 -2.2527 0.9346
O 2.0459 -2.0212 -0.8348
O -1.2805 1.6120 -1.3112
N 0.7923 -1.4573 -1.2083
N 0.5958 0.2089 1.9843
N -1.7031 -0.9518 -2.2483
C -1.3443 -1.9564 -4.3121
C 1.8852 -0.0802 2.2042
C -0.8155 -1.5931 -2.9813
C 0.2193 0.3200 4.3465
C 1.5609 -2.7253 -3.0271
C -1.5654 1.0125 2.7092
C 1.5404 -0.0454 4.5923
C -0.2077 0.4360 3.0239
C 1.5022 4.1335 0.1377
C 0.4955 -1.8842 -2.4220
C 2.3945 -0.2103 3.4988
H -1.7235 -1.0556 -4.8065
H -2.1868 -2.6496 -4.1790
H 1.6880 -3.6620 -2.4689
H -1.0997 2.4668 -0.8676
H 2.0203 4.3861 1.0752
H -0.3153 4.4039 0.8061
H 3.4505 -0.4323 3.6200
H 1.5065 5.0366 -0.4813
H 2.5276 -2.2086 -3.0346
H -0.5638 -2.4281 -4.9212
H -1.4928 1.8189 -2.2447
H 2.0619 3.3611 -0.3982
H -1.3557 -2.6528 1.2350
H -0.6885 2.0742 1.2852
H 1.8930 -0.1853 5.6107
H 2.5419 -0.1648 1.3314
H 1.2945 -2.9760 -4.0531
H -0.5229 0.5234 5.1081
H -2.4011 -2.7457 0.1265
H 2.2281 -1.7333 0.0810
H -1.8031 1.8374 3.3960
H -2.3692 0.2604 2.8071
H -3.4704 -0.2242 -2.5003
*
```